[1]
The following is a quantum chemistry calculation of a molecular structure, C5H12N2O in a non-equilibrium geometry, from OMol25.

Values from the calculation:
Spin multiplicity: 1
HOMO-LUMO gap: 8.27 eV
Charge: 0
HOMO: -7.69 eV
Calculated total energy: -382.24487 Eh
Energy relative to the best compared isomer or geometry (same formula, charge and spin): 7.011 eV

Positions of all 20 atoms, in Å:
C -0.9268 -0.2190 0.0205
C 1.1982 1.3502 -0.6874
C -1.5489 0.8721 0.8591
N 0.2739 0.2443 -0.9002
C 0.1850 -0.9857 0.4701
N 0.1316 -0.1997 -2.2428
C 1.2972 -1.5525 0.8728
O -1.1848 -1.9209 1.6138
H -1.3911 -1.5291 2.4731
H -1.6197 -0.8008 -0.5820
H 1.0057 -0.6076 -2.5654
H -0.1212 0.5783 -2.8494
H 0.9074 2.2141 -1.2946
H 1.2048 1.6360 0.3629
H 2.2036 1.0438 -0.9879
H -0.8633 1.2563 1.6151
H -2.3861 0.4182 1.3864
H -1.8887 1.6958 0.2229
H 2.2706 -1.2838 0.4828
H 1.2527 -2.2100 1.7302

Atomic partial charges in e from the Mulliken method, atoms 1 to 4:
1. C 0.73
2. C -0.99
3. C -1.51
4. N 0.48

=====

[2]
The following is a quantum chemistry calculation of 3 unconnected molecules or ions with the total composition C19H44IN3O8P in a non-equilibrium geometry, from OMol25.

Values from the calculation:
Spin multiplicity: 1
HOMO-LUMO gap: 5.55 eV
Charge: +1
HOMO: -11.00 eV
Calculated total energy: -2155.10433 Eh

Positions of all 76 atoms, in Å:
N 2.2884 -0.6436 4.4129
C 2.2716 -0.5776 3.0487
N 3.6070 -0.4656 2.4172
C 3.7519 -1.4316 1.2757
P 4.1245 -3.2308 1.7720
O 4.3178 -3.3719 3.4751
O 2.7503 -4.2260 1.4132
C 2.5038 -1.2538 0.3249
C 1.1095 -1.4219 1.0876
N 1.0452 -0.5657 2.3136
C -0.1343 -0.8740 3.1887
C -1.4837 -1.2531 2.4221
C -1.6961 -2.8505 2.4692
I -2.7798 -3.2762 4.3437
H 2.1638 -1.5428 4.8921
H 2.3749 0.1741 5.0182
H 3.6178 0.4714 1.9666
H 4.6616 -1.0810 0.6829
H 3.3956 -3.4128 3.8137
H 2.1507 -4.1017 2.1846
H 2.5479 -0.1834 -0.0709
H 2.4802 -1.9357 -0.5725
H 0.8600 -2.5165 1.2871
H 0.3319 -1.0491 0.3415
H -0.3560 0.0874 3.7630
H 0.0450 -1.6747 3.9632
H -2.3353 -0.8078 3.0261
H -1.5767 -0.8187 1.3834
H -0.7055 -3.4002 2.5823
H -2.3009 -3.2323 1.5957
C -3.4212 -0.9853 -5.7831
O -3.0813 -2.1023 -4.9804
C -2.5577 -3.2016 -5.7113
C -1.2846 -3.7539 -5.0750
O -0.1468 -2.8930 -5.1089
C -0.1931 -1.6916 -4.3460
C -0.2594 -1.8645 -2.8306
O -1.5021 -2.4147 -2.4156
C -1.3839 -3.4710 -1.4829
H -4.4406 -1.0984 -6.1673
H -3.3796 -0.0921 -5.1563
H -2.7204 -0.8481 -6.6124
H -2.3490 -2.9335 -6.7532
H -3.3211 -3.9889 -5.7074
H -0.9929 -4.6392 -5.6476
H -1.4648 -4.1090 -4.0611
H -0.9875 -1.0390 -4.7087
H 0.7432 -1.1716 -4.5723
H -0.1715 -0.8764 -2.3619
H 0.5847 -2.4793 -2.4970
H -0.5186 -4.1100 -1.6918
H -2.2814 -4.0861 -1.5530
H -1.3147 -3.0633 -0.4694
C -0.4060 2.0481 0.0104
O -0.7250 3.0425 0.9640
C 0.0680 2.9917 2.1404
C 0.6141 4.3669 2.5185
O 1.5693 4.9242 1.6215
C 1.1284 5.2866 0.3120
C 0.1093 6.4198 0.2406
O -1.1465 6.0301 0.7789
C -1.7157 6.9780 1.6663
H -0.9600 1.1277 0.2342
H -0.7092 2.4103 -0.9734
H 0.6700 1.8425 -0.0235
H 0.9071 2.2915 2.0350
H -0.5776 2.6328 2.9531
H 1.1430 4.2559 3.4708
H -0.1885 5.0769 2.7120
H 0.7861 4.4061 -0.2328
H 2.0281 5.6256 -0.2102
H -0.0553 6.6759 -0.8112
H 0.5095 7.3026 0.7494
H -0.9558 7.4682 2.2849
H -2.4024 6.4501 2.3289
H -2.2775 7.7251 1.1018

Atomic partial charges in e from the Mulliken method, atoms 1 to 4:
1. N -0.17
2. C -0.55
3. N -0.24
4. C 0.08

=====

[3]
The following is a quantum chemistry calculation of 7 unconnected molecules or ions with the total composition C5H26N3O6 in a non-equilibrium geometry, from OMol25.

Values from the calculation:
Spin multiplicity: 1
HOMO-LUMO gap: 10.74 eV
Charge: +1
HOMO: -13.34 eV
Calculated total energy: -821.64354 Eh
Energy relative to the best compared isomer or geometry (same formula, charge and spin): 0.000 eV

Positions of all 40 atoms, in Å:
C 3.0314 -0.7923 -1.8141
C 2.4673 0.6133 -1.5493
C 1.0151 0.8271 -1.9899
C -0.0013 -0.3031 -1.8114
N 0.2456 -0.9497 -0.5017
C -0.6840 -1.4994 0.2553
N -0.3542 -1.9488 1.4717
N -1.9599 -1.5780 -0.1131
H 4.1050 -0.7182 -1.8848
H 2.5894 -1.2096 -2.7269
H 2.5167 -1.4545 -1.1392
H 3.0910 1.2786 -2.1466
H 2.5635 1.0140 -0.5348
H 0.5534 1.7303 -1.6128
H 1.0922 1.0209 -3.0651
H 0.0638 -1.0250 -2.6287
H -1.0402 -0.0079 -1.7121
H 1.1639 -0.9308 -0.0865
H 0.5911 -1.9947 1.8286
H -1.0805 -2.3836 2.0337
H -2.3232 -1.2065 -0.9826
H -2.6222 -2.0592 0.4698
H -0.6923 0.6802 2.2213
H 0.6530 1.1888 2.8009
O -0.2374 1.4610 2.5538
H -3.0329 0.9682 -2.7940
H -2.6254 1.3340 -1.3859
O -3.1075 0.6548 -1.8840
H 3.1952 -1.0190 1.1751
H 3.3077 -2.5449 0.9726
O 2.6831 -1.8352 1.1525
H -1.4663 3.0947 0.5864
H -1.6560 3.5478 -0.8168
O -1.5935 2.7262 -0.3114
H -2.8392 -2.5537 3.7552
H -2.8366 -3.7300 2.8136
O -2.8601 -2.7630 2.8124
H -0.8278 4.8579 2.4532
H -0.5056 3.3349 2.3134
O -0.5827 4.1743 1.8221

Atomic partial charges in e from the Mulliken method, atoms 1 to 4:
1. C -1.09
2. C -0.52
3. C -0.69
4. C 0.26

=====

> What is the formula in the third record?

C5H26N3O6